Entry 1:
Density functional theory data (wB97M-V/def2-TZVPD) for a molecular structure, C4H7Br2NO2.

Geometry (Å):
C: -0.45 -0.47 0.81
C: 0.89 0.01 -1.37
C: -0.83 2.00 -0.50
C: 0.38 0.47 -0.06
N: 1.40 1.17 0.72
O: 1.09 1.46 1.85
O: 2.39 1.49 0.11
Br: -1.16 3.17 0.93
Br: -2.54 1.14 -1.04
H: -0.58 0.00 1.75
H: 0.12 -1.35 1.06
H: -1.31 -0.77 0.28
H: 1.42 -1.01 -1.33
H: 1.70 0.71 -1.88
H: -0.06 -0.28 -1.98
H: -0.39 2.70 -1.23

Computed properties:
- Net charge: 0
- E_HOMO: -10.08 eV
- Largest force on an atom: 0.0620 Eh/bohr
- Gap between HOMO and LUMO: 9.747 eV
- Total energy: -5509.716375 Eh

Atom charges from the natural (NBO) analysis, given in e for atoms 1 to 6: -0.6689, -0.7033, -0.3852, 0.1680, 0.4862, -0.3699

=====

Entry 2:
Density functional theory data (wB97M-V/def2-TZVPD) for a molecular structure, C6H13O4Yb.

Geometry (Å):
C: 0.82 1.21 0.15
O: 1.00 0.06 0.94
H: 0.78 0.94 -0.92
H: -0.10 1.72 0.48
H: 1.70 1.87 0.18
O: 2.12 0.71 -4.04
C: 1.15 0.05 -4.40
C: 0.84 -1.26 -3.73
O: 1.83 -1.67 -2.88
C: 2.00 -0.98 0.33
C: 3.41 -0.47 0.50
O: 3.77 0.36 -0.61
C: 4.78 1.32 -0.30
Yb: 3.76 -0.54 -2.86
H: 0.37 0.51 -5.04
H: 0.59 -1.97 -4.55
H: -0.13 -1.09 -3.20
H: 1.86 -1.87 0.97
H: 1.56 -1.01 -0.68
H: 4.13 -1.29 0.63
H: 3.48 0.12 1.43
H: 4.97 1.88 -1.22
H: 4.40 2.01 0.47
H: 5.68 0.82 0.08

Computed properties:
- Net charge: 0
- E_HOMO (alpha / beta): -4.22 / -7.12 eV
- Spin multiplicity: 2
- Largest force on an atom: 0.0738 Eh/bohr
- Gap between HOMO and LUMO (alpha / beta): 4.819 / 7.421 eV
- Total energy: -1695.945665 Eh

Atom charges from the natural (NBO) analysis, given in e for atoms 1 to 6: -0.2457, -0.5673, 0.1537, 0.1963, 0.1523, -0.6626

=====

Entry 3:
Density functional theory data (wB97M-V/def2-TZVPD) for 2 unconnected molecules or ions with the total composition C5H11IN.

Geometry (Å):
C: 0.38 1.82 -1.19
C: -0.35 2.28 0.11
C: -0.27 0.91 0.68
C: 0.03 -2.89 -0.11
C: 0.56 0.45 -0.52
N: -0.95 0.21 1.57
I: 2.50 -0.21 0.14
H: -0.11 1.83 -2.18
H: 1.32 2.28 -1.09
H: 0.39 3.00 0.61
H: -1.44 2.67 0.02
H: 1.12 -2.78 -0.23
H: -0.49 -2.44 -0.96
H: -0.01 -3.92 -0.07
H: 0.14 -0.40 -1.13
H: -0.34 -2.43 0.79
H: -1.79 0.44 2.08
H: -0.71 -0.82 1.48

Computed properties:
- Net charge: +1
- E_HOMO (alpha / beta): -10.48 / -14.74 eV
- Spin multiplicity: 3
- Largest force on an atom: 0.0987 Eh/bohr
- Gap between HOMO and LUMO (alpha / beta): 6.739 / 6.487 eV
- Total energy: -549.120118 Eh

Atom charges from the natural (NBO) analysis, given in e for atoms 1 to 6: -0.4037, -0.4416, 0.2391, -0.8233, -0.4496, -0.7385

=====

Entry 4:
Density functional theory data (wB97M-V/def2-TZVPD) for C5H5N in the gas phase.

Geometry (Å):
C: -0.08 0.49 1.44
C: 0.11 -0.69 0.49
C: 0.10 -0.41 -0.93
C: 0.40 -0.26 -2.14
C: -0.99 0.19 -2.26
N: -2.02 0.58 -2.63
H: -1.12 0.85 1.43
H: 0.58 1.31 1.18
H: 0.15 0.16 2.46
H: -0.51 -1.55 0.74
H: 1.16 -1.04 0.54

Computed properties:
- Net charge: 0
- E_HOMO: -10.26 eV
- Largest force on an atom: 0.0417 Eh/bohr
- Gap between HOMO and LUMO: 10.162 eV
- Total energy: -248.126225 Eh

Atom charges from the natural (NBO) analysis, given in e for atoms 1 to 6: -0.5957, -0.5021, 0.1689, -0.1257, 0.1815, -0.3255

=====

Entry 5:
Density functional theory data (wB97M-V/def2-TZVPD) for C4H6O2 in the gas phase.

Geometry (Å):
O: -0.76 -1.41 -0.98
C: -0.21 -0.32 -0.31
C: -0.23 1.03 -0.92
C: 1.06 0.29 -0.92
O: 1.21 0.44 1.39
C: 0.08 -0.41 1.17
H: -1.72 -1.28 -1.02
H: -0.58 1.07 -1.95
H: -0.34 1.95 -0.35
H: 1.91 0.13 0.78
H: -0.73 -0.03 1.81
H: 0.28 -1.45 1.45

Computed properties:
- Net charge: 0
- E_HOMO: -9.21 eV
- Largest force on an atom: 0.0081 Eh/bohr
- Gap between HOMO and LUMO: 8.769 eV
- Total energy: -306.303980 Eh

Atom charges from the natural (NBO) analysis, given in e for atoms 1 to 6: -0.6852, 0.0378, -0.6346, 0.1795, -0.6964, -0.0781

=====

Entry 6:
Density functional theory data (wB97M-V/def2-TZVPD) for C4H8O2 in the gas phase.

Geometry (Å):
C: 2.08 0.50 -0.63
O: 0.72 0.13 -0.71
C: 0.24 -0.42 0.50
C: -1.23 -0.75 0.31
C: -2.01 0.48 0.12
O: -3.23 0.52 -0.01
H: 2.36 0.91 -1.60
H: 2.72 -0.37 -0.40
H: 2.24 1.27 0.15
H: 0.37 0.29 1.33
H: 0.79 -1.34 0.76
H: -1.62 -1.27 1.19
H: -1.37 -1.40 -0.56
H: -2.07 1.45 -0.44

Computed properties:
- Net charge: 0
- E_HOMO: -8.94 eV
- Largest force on an atom: 0.1028 Eh/bohr
- SMILES string: COCCC=O
- Gap between HOMO and LUMO: 9.806 eV
- Total energy: -307.587112 Eh

Atom charges from the natural (NBO) analysis, given in e for atoms 1 to 6: -0.2479, -0.5391, -0.0535, -0.5372, 0.3251, -0.5564

=====

Entry 7:
Density functional theory data (wB97M-V/def2-TZVPD) for a molecular structure, C32H57N5OPSSi4TeTi.

Geometry (Å):
Ti: -0.09 -0.68 -0.22
N: 0.53 -2.43 1.03
C: 0.71 -3.73 0.32
C: -0.56 -4.21 -0.36
C: -0.94 -3.45 -1.62
N: -1.45 -2.08 -1.32
H: 1.43 -2.16 1.43
H: -0.08 -2.59 1.83
H: 1.06 -4.48 1.03
H: 1.50 -3.58 -0.41
H: -1.39 -4.21 0.35
H: -0.41 -5.25 -0.64
H: -1.70 -4.00 -2.17
H: -0.07 -3.32 -2.27
H: -2.38 -2.16 -0.90
H: -1.60 -1.60 -2.21
O: -1.52 1.18 -2.07
N: -1.64 0.73 -0.78
C: -2.74 0.94 -0.17
C: -2.96 0.46 1.20
C: -4.28 0.13 1.51
C: -4.60 -0.38 2.76
C: -3.61 -0.53 3.71
C: -2.30 -0.17 3.42
C: -1.94 0.34 2.17
P: -0.19 0.88 1.85
C: 0.62 0.82 3.46
C: 1.10 -0.39 3.96
C: 1.75 -0.45 5.18
C: 1.94 0.71 5.91
C: 1.48 1.92 5.42
C: 0.82 1.98 4.20
C: -0.42 2.62 1.39
C: -1.33 3.43 2.07
C: -1.52 4.75 1.67
C: -0.82 5.25 0.58
C: 0.07 4.44 -0.11
C: 0.27 3.12 0.29
H: -2.20 1.86 -2.23
H: -3.56 1.42 -0.68
H: -5.05 0.27 0.77
H: -5.63 -0.63 2.99
H: -3.85 -0.91 4.69
H: -1.55 -0.25 4.20
H: 0.96 -1.31 3.40
H: 2.11 -1.40 5.55
H: 2.46 0.67 6.86
H: 1.63 2.83 5.99
H: 0.47 2.93 3.83
H: -1.88 3.05 2.92
H: -2.22 5.38 2.21
H: -0.98 6.27 0.27
H: 0.61 4.82 -0.97
H: 0.97 2.49 -0.24
C: 6.23 -3.76 -1.57
Si: 4.43 -3.33 -1.28
C: 3.37 -4.78 -1.86
C: 4.15 -2.92 0.54
Si: 3.96 -1.44 -2.57
Te: 1.72 -0.39 -1.97
Si: 3.55 -1.92 -4.84
C: 1.97 -2.92 -4.98
C: 3.36 -0.30 -5.77
C: 5.00 -2.91 -5.48
Si: 5.57 0.26 -2.27
C: 4.75 1.94 -2.43
C: 6.83 -0.01 -3.63
C: 6.42 0.08 -0.61
H: 6.48 -4.68 -1.03
H: 6.90 -2.97 -1.22
H: 6.44 -3.93 -2.63
H: 3.37 -5.57 -1.11
H: 3.80 -5.20 -2.77
H: 2.34 -4.51 -2.09
H: 3.78 -3.79 1.10
H: 3.46 -2.08 0.67
H: 5.09 -2.62 1.00
H: 1.10 -2.33 -4.70
H: 2.00 -3.82 -4.36
H: 1.83 -3.24 -6.02
H: 2.61 0.34 -5.30
H: 3.04 -0.49 -6.79
H: 4.30 0.25 -5.81
H: 5.08 -3.87 -4.97
H: 5.95 -2.38 -5.35
H: 4.88 -3.11 -6.54
H: 4.37 2.10 -3.44
H: 5.48 2.72 -2.21
H: 3.92 2.04 -1.72
H: 6.41 0.14 -4.63
H: 7.26 -1.01 -3.59
H: 7.66 0.71 -3.52
H: 5.71 -0.02 0.21
H: 7.05 0.96 -0.44
H: 7.09 -0.78 -0.60
N: 3.42 3.73 1.93
C: 4.05 2.58 1.63
N: 5.39 2.61 1.60
S: 3.21 1.16 1.31
H: 3.91 4.57 2.17
H: 2.42 3.72 1.97
H: 5.92 3.45 1.79
H: 5.88 1.76 1.40

Computed properties:
- Net charge: +2
- E_HOMO (alpha / beta): -12.22 / -12.24 eV
- Spin multiplicity: 2
- Largest force on an atom: 0.0142 Eh/bohr
- Gap between HOMO and LUMO (alpha / beta): 6.513 / 6.473 eV
- Total energy: -4617.272624 Eh

Atom charges from the Mulliken analysis, given in e for atoms 1 to 6: -0.1799, 0.0223, 0.4280, -1.2077, -0.2535, -0.4355

=====

Entry 8:
Density functional theory data (wB97M-V/def2-TZVPD) for a molecular structure, C28H59N3O18P3S4.

Geometry (Å):
C: 9.06 2.73 -5.01
C: 7.75 3.57 -5.05
O: 6.96 3.45 -4.15
O: 7.53 4.40 -6.13
C: 7.30 5.76 -5.72
S: 5.79 6.48 -6.51
O: 5.63 5.85 -7.82
O: 6.11 7.91 -6.72
N: 4.47 6.42 -5.51
S: 3.54 5.03 -5.83
O: 4.48 3.89 -5.92
O: 2.75 5.29 -7.04
C: 2.48 4.67 -4.37
C: 0.95 4.93 -4.63
C: -0.01 3.97 -3.85
S: -0.18 2.26 -4.54
C: 1.26 1.81 -5.58
S: 2.38 0.77 -4.94
N: 1.39 2.29 -6.91
C: 0.26 2.88 -7.52
C: 0.84 3.23 -8.81
N: 2.19 2.83 -8.90
C: 2.52 2.25 -7.73
H: 9.72 2.96 -4.14
H: 9.59 2.86 -6.00
H: 8.76 1.65 -4.94
H: 8.17 6.35 -6.11
H: 7.19 5.88 -4.62
H: 2.65 3.61 -4.05
H: 2.81 5.39 -3.58
H: 0.67 4.98 -5.72
H: 0.73 5.97 -4.24
H: -1.04 4.42 -3.91
H: 0.28 3.96 -2.77
H: -0.76 3.02 -7.14
H: 0.23 3.76 -9.58
H: 3.51 1.85 -7.47
O: -0.94 2.02 -0.38
P: -0.95 0.86 0.61
O: -2.25 0.11 -0.10
C: -1.98 -0.70 -1.25
C: -1.15 -1.93 -0.92
O: -1.67 1.76 1.80
C: -1.66 3.18 1.78
C: -2.84 3.74 1.01
O: -0.88 -0.46 1.66
C: -1.75 -0.59 2.80
C: -3.24 -0.54 2.51
H: -1.48 -0.10 -2.02
H: -2.94 -1.02 -1.65
H: -0.14 -1.64 -0.58
H: -1.04 -2.57 -1.79
H: -1.60 -2.50 -0.11
H: -0.71 3.56 1.39
H: -1.71 3.53 2.81
H: -2.99 3.24 0.05
H: -2.71 4.81 0.82
H: -3.76 3.59 1.58
H: -1.48 0.16 3.54
H: -1.53 -1.56 3.24
H: -3.57 0.38 2.04
H: -3.81 -0.64 3.43
H: -3.53 -1.35 1.83
O: -4.01 -4.54 -1.74
P: -4.08 -5.71 -0.78
O: -5.34 -6.51 -1.49
C: -5.03 -7.30 -2.64
C: -4.15 -8.49 -2.31
O: -4.82 -4.85 0.43
C: -4.86 -3.43 0.41
C: -6.07 -2.91 -0.35
O: -3.86 -7.00 0.29
C: -4.67 -7.17 1.46
C: -6.17 -7.25 1.24
H: -4.56 -6.67 -3.40
H: -5.98 -7.66 -3.05
H: -3.16 -8.17 -1.98
H: -4.01 -9.13 -3.19
H: -4.58 -9.09 -1.51
H: -3.92 -3.02 0.01
H: -4.92 -3.09 1.44
H: -6.21 -3.41 -1.31
H: -5.98 -1.84 -0.54
H: -6.98 -3.09 0.22
H: -4.42 -6.39 2.19
H: -4.34 -8.11 1.91
H: -6.58 -6.36 0.78
H: -6.68 -7.37 2.20
H: -6.42 -8.09 0.60
O: 0.04 1.06 7.30
P: 0.68 -0.27 7.66
O: 1.79 0.31 8.75
C: 1.32 0.59 10.06
C: 0.89 -0.67 10.81
O: 1.55 -0.38 6.26
C: 1.25 0.44 5.13
C: 2.00 1.76 5.19
O: 1.12 -1.85 8.04
C: 2.28 -2.49 7.48
C: 3.60 -1.77 7.69
H: 0.50 1.30 10.01
H: 2.14 1.06 10.60
H: 0.01 -1.13 10.33
H: 0.62 -0.43 11.84
H: 1.68 -1.42 10.80
H: 0.18 0.59 5.03
H: 1.57 -0.10 4.24
H: 1.94 2.24 6.17
H: 1.62 2.46 4.44
H: 3.07 1.60 5.00
H: 2.10 -2.68 6.42
H: 2.34 -3.47 7.96
H: 3.63 -0.78 7.27
H: 4.40 -2.34 7.22
H: 3.82 -1.67 8.76

Computed properties:
- Net charge: -1
- E_HOMO: -5.36 eV
- Largest force on an atom: 0.1728 Eh/bohr
- Gap between HOMO and LUMO: 5.041 eV
- Total energy: -5237.554684 Eh

Atom charges from the Mulliken analysis, given in e for atoms 1 to 6: -1.0195, 0.7203, -0.4600, -0.2599, -0.5343, 1.2068

=====

Entry 9:
Density functional theory data (wB97M-V/def2-TZVPD) for 2 unconnected molecules or ions with the total composition C7H10O.

Geometry (Å):
C: 0.57 0.56 2.47
C: -2.17 1.59 -0.93
C: 1.13 0.31 1.28
C: -1.33 1.50 0.09
C: 0.27 -0.80 -0.96
C: 0.35 0.27 0.01
C: 1.07 -2.21 -1.02
O: 0.89 0.41 -1.29
H: 1.11 0.58 3.40
H: -0.45 0.86 2.67
H: -3.11 2.09 -0.98
H: -2.20 0.88 -1.71
H: 2.18 0.01 1.09
H: -1.20 2.26 0.80
H: -0.61 -1.01 -1.61
H: 1.30 -2.49 -0.03
H: 1.86 -2.07 -1.68
H: 0.35 -2.76 -1.60

Computed properties:
- Net charge: 0
- E_HOMO: -9.12 eV
- Largest force on an atom: 0.0938 Eh/bohr
- Gap between HOMO and LUMO: 10.193 eV
- Total energy: -347.761474 Eh

Atom charges from the natural (NBO) analysis, given in e for atoms 1 to 6: -0.3579, -0.4420, -0.2497, -0.1620, 0.0571, 0.2519

=====

Entry 10:
Density functional theory data (wB97M-V/def2-TZVPD) for 2 unconnected molecules or ions with the total composition C2H5IN2OS.

Geometry (Å):
H: 0.63 -0.82 -2.59
N: 0.39 -1.32 -1.77
C: -0.40 -0.69 -1.00
O: -0.88 0.60 -1.32
C: -0.89 -1.32 0.21
S: -1.78 -0.40 1.25
H: -1.39 0.84 -0.60
H: -0.62 -2.40 0.46
N: 1.53 1.45 1.10
I: 0.63 1.81 2.86
H: 0.96 1.76 0.33
H: 1.83 0.47 1.07

Computed properties:
- Net charge: 0
- E_HOMO: -8.95 eV
- Largest force on an atom: 0.0757 Eh/bohr
- SMILES string: [H]/N=C(\O)C=S.NI
- Gap between HOMO and LUMO: 7.357 eV
- Total energy: -959.776622 Eh

Atom charges from the natural (NBO) analysis, given in e for atoms 1 to 6: 0.3555, -0.6115, 0.4445, -0.6894, -0.3476, 0.0875

=====

Entry 11:
Density functional theory data (wB97M-V/def2-TZVPD) for 2 unconnected molecules or ions with the total composition C3H6N2O.

Geometry (Å):
N: -1.95 -1.18 0.88
C: -1.78 -0.20 0.15
C: -1.62 0.84 -0.62
O: -0.54 1.68 -0.62
H: -1.59 -2.04 0.45
H: -2.41 1.12 -1.31
H: 0.25 1.14 -0.44
C: 2.24 -0.09 0.13
N: 1.11 -0.66 0.14
H: 2.60 0.27 -0.84
H: 2.89 0.07 0.99
H: 0.81 -0.94 1.08

Computed properties:
- Net charge: 0
- E_HOMO: -8.19 eV
- Largest force on an atom: 0.0098 Eh/bohr
- SMILES string: N=C=CO.C=N
- Gap between HOMO and LUMO: 8.920 eV
- Total energy: -302.561356 Eh

Atom charges from the natural (NBO) analysis, given in e for atoms 1 to 6: -0.6272, 0.3153, -0.0677, -0.6925, 0.3595, 0.2077

=====

Entry 12:
Density functional theory data (wB97M-V/def2-TZVPD) for a molecular structure, C9H14F15N2O17S4Y.

Geometry (Å):
Y: -0.47 -0.98 0.03
C: -1.44 1.81 -3.87
F: -0.12 1.99 -3.85
F: -2.04 2.64 -3.00
F: -1.92 2.05 -5.06
S: -1.84 -0.03 -3.34
O: -3.29 -0.08 -3.43
O: -1.13 -0.82 -4.31
O: -1.38 -0.27 -1.95
C: -3.54 -4.21 2.02
F: -3.96 -4.92 3.05
F: -4.08 -4.73 0.88
F: -3.95 -2.97 2.21
S: -1.64 -4.19 1.82
O: -1.41 -2.94 1.08
O: -1.09 -4.23 3.16
O: -1.45 -5.41 1.05
C: 3.76 -2.07 1.64
F: 4.00 -1.58 0.39
F: 4.85 -2.68 2.13
F: 3.46 -1.04 2.40
S: 2.24 -3.25 1.51
O: 2.66 -4.46 0.87
O: 1.88 -3.49 2.91
O: 1.19 -2.47 0.84
C: -1.86 0.23 4.30
F: -2.85 -0.65 4.15
F: -2.12 1.26 3.48
F: -1.82 0.75 5.52
S: -0.25 -0.66 3.80
O: -0.45 -0.77 2.33
O: 0.92 0.16 4.13
O: -0.25 -1.89 4.57
C: -0.09 2.64 -0.21
O: 1.14 3.17 -0.81
O: 0.06 1.34 0.12
C: -0.71 3.63 0.83
F: -1.70 3.03 1.55
F: 0.22 4.01 1.73
F: -1.29 4.71 0.33
C: 1.07 4.43 -1.48
C: 2.35 5.20 -1.13
H: 3.22 4.62 -1.44
H: 2.39 6.20 -1.55
H: 2.48 5.26 -0.05
H: 0.18 5.04 -1.36
H: 1.13 4.32 -2.57
H: -0.92 2.64 -0.94
O: -2.61 -0.38 0.47
H: -3.14 -0.05 1.19
H: -3.24 -0.66 -0.20
O: -0.37 -2.76 -1.48
H: -1.03 -3.13 -2.08
H: 0.37 -3.38 -1.52
C: 2.18 -0.22 -2.22
O: 1.34 -0.73 -1.50
N: 2.87 -0.96 -3.10
N: 2.42 1.06 -2.24
H: 2.58 -1.86 -3.43
H: 3.51 -0.47 -3.70
H: 3.16 1.44 -2.81
H: 1.82 1.77 -1.84

Computed properties:
- Net charge: -2
- E_HOMO: -3.85 eV
- Largest force on an atom: 0.0762 Eh/bohr
- Gap between HOMO and LUMO: 7.756 eV
- Total energy: -4869.452983 Eh

Atom charges from the natural (NBO) analysis, given in e for atoms 1 to 6: 2.1018, 0.7428, -0.3246, -0.3279, -0.3128, 2.3288